Computed, not measured: the molecule C4H8N2O at a distorted geometry, with the ωB97M-V functional and the def2-TZVPD basis.

Each line ends with the Mulliken charge.
Atoms and positions in Å:
H1 -0.131 -1.542 1.589  0.389
N1 -0.873 -0.404 -1.887  -0.352
C1 0.097 -0.013 0.206  1.238
H2 1.015 1.627 -1.109  0.281
C2 -1.120 0.029 -0.637  0.149
H3 0.711 1.593 0.742  0.369
H4 -1.052 -0.111 2.076  0.344
O1 -2.174 0.473 -0.210  -0.646
C3 1.090 1.124 -0.149  -0.771
H5 0.064 -0.723 -2.085  0.246
C4 -0.109 -0.447 1.645  -1.514
H6 1.989 -0.721 0.376  0.322
H7 -1.615 -0.433 -2.559  0.231
H8 0.717 -0.171 2.316  0.392
N2 1.392 -0.281 -0.314  -0.678

Computed, not measured: a cluster of 2 separate species, C4H8N2O in total at a distorted geometry, with the ωB97M-V functional and the def2-TZVPD basis.

Each line ends with the Mulliken charge.
Atoms and positions in Å:
O1 -0.326 2.021 1.801  -0.637
H1 -1.071 1.021 -2.057  0.293
H2 -0.632 1.521 1.032  0.320
C1 1.284 -0.660 0.932  -0.155
H3 0.696 1.147 -2.298  0.326
H4 1.992 -0.703 1.745  0.361
H5 -0.820 1.654 2.542  0.311
C2 -0.639 -1.063 -0.061  -0.557
H6 -0.262 -0.200 -2.975  0.299
C3 0.149 -0.267 -0.851  0.606
C4 -0.135 0.472 -2.123  -1.185
H7 -0.212 -1.904 1.815  0.173
H8 -1.467 -1.697 -0.364  0.350
N1 0.120 -1.344 1.050  -0.009
N2 1.324 0.001 -0.186  -0.497

Computed, not measured: a cluster of 2 separate species, C4H8N2O in total at a distorted geometry, with the ωB97M-V functional and the def2-TZVPD basis.

Each line ends with the Mulliken charge.
Atoms and positions in Å:
C1 -1.553 0.286 0.045  -0.304
C2 0.170 -0.851 -0.767  -0.587
O1 -0.968 -0.644 2.566  -0.616
H1 1.957 0.904 -2.265  0.277
N1 -1.169 -0.986 -0.373  -0.201
H2 0.624 -1.586 -1.479  0.312
H3 -0.376 -0.603 1.887  0.335
C3 0.536 0.526 -0.552  0.730
H4 -2.576 0.351 0.312  0.398
H5 -1.824 -1.817 0.102  0.331
C4 1.828 1.136 -1.170  -0.998
H6 1.718 2.274 -0.871  0.274
H7 -0.468 -1.099 3.356  0.319
N2 -0.652 1.199 -0.198  -0.557
H8 2.752 0.910 -0.592  0.287

Computed, not measured: the molecule C4H8N2O, with the ωB97M-V functional and the def2-TZVPD basis.

Each line ends with the Mulliken charge.
Atoms and positions in Å:
H1 -1.301 -1.993 0.012  0.356
C1 1.590 -0.270 -0.088  0.321
H2 -0.537 2.226 0.566  0.335
C2 -0.361 1.312 -0.009  -0.522
N1 0.673 -1.299 -0.065  -0.156
H3 1.737 1.726 -0.077  0.215
H4 -0.693 1.501 -1.042  0.252
O1 2.794 -0.464 -0.168  -0.675
C3 -0.750 -1.089 -0.262  -0.529
C4 -1.155 0.137 0.551  -0.541
H5 1.088 -2.205 -0.212  0.226
N2 1.055 0.992 0.038  -0.149
H6 -1.000 -0.896 -1.319  0.249
H7 -2.230 0.323 0.464  0.328
H8 -0.909 -0.003 1.611  0.293

Computed, not measured: the molecule C4H8N2O at a distorted geometry, with the ωB97M-V functional and the def2-TZVPD basis.

Each line ends with the Mulliken charge.
Atoms and positions in Å:
H1 1.828 0.750 1.419  0.277
N1 -1.415 0.035 -0.442  -0.196
H2 -0.472 0.498 -2.222  0.352
H3 0.021 -1.399 1.729  0.278
C1 -0.219 0.024 -1.275  -0.563
C2 1.163 0.126 0.785  -0.526
H4 1.820 0.729 -1.178  0.319
H5 0.643 1.844 -0.462  0.302
O1 -2.345 -0.688 1.501  -0.603
H6 0.104 -0.974 -1.510  0.294
C3 -1.364 -0.317 0.887  0.376
N2 -0.054 -0.397 1.536  -0.353
C4 0.901 0.784 -0.572  -0.500
H7 1.664 -0.820 0.610  0.296
H8 -2.300 -0.225 -0.867  0.246

Computed, not measured: the molecule C4H8N2O, with the ωB97M-V functional and the def2-TZVPD basis.

Each line ends with the Mulliken charge.
Atoms and positions in Å:
H1 2.095 -1.367 -1.639  0.203
C1 -1.746 -0.398 0.935  -1.022
H2 1.171 0.450 1.547  0.334
C2 0.981 0.003 -0.570  0.570
C3 -1.073 0.646 0.056  0.705
H3 2.917 -0.589 -0.333  0.224
C4 0.722 0.800 0.618  -1.051
H4 0.796 1.869 0.449  0.338
N1 2.069 -0.740 -0.851  -0.399
O1 -1.678 1.644 -0.310  -0.673
H5 -2.007 0.078 1.880  0.269
H6 -2.669 -0.731 0.453  0.320
H7 -0.306 -0.333 -2.167  0.176
H8 -1.108 -1.261 1.127  0.303
N2 -0.166 -0.070 -1.196  -0.296

Computed, not measured: a structure of composition C4H8N2O at a distorted geometry, with the ωB97M-V functional and the def2-TZVPD basis.

Each line ends with the Mulliken charge.
Atoms and positions in Å:
H1 0.966 0.083 2.376  0.269
O1 2.525 -1.170 0.575  -0.662
H2 -0.957 0.231 -2.819  0.258
C1 0.911 0.430 1.351  -0.287
H3 1.503 1.343 1.213  0.203
H4 -2.507 0.181 0.980  0.280
C2 -1.564 -0.101 0.517  -0.263
C3 -0.664 0.674 -0.360  -0.347
H5 -0.527 -0.189 -2.392  -0.213
N1 0.617 -0.663 -0.670  -0.372
H6 0.938 -1.386 -1.334  0.258
C4 1.465 -0.588 0.377  0.329
H7 -1.474 -1.142 0.234  0.281
N2 -0.446 0.750 0.970  -0.216
H8 -0.788 1.548 -1.019  0.483

Computed, not measured: the molecule C4H8N2O at a distorted geometry, with the ωB97M-V functional and the def2-TZVPD basis.

Each line ends with the Mulliken charge.
Atoms and positions in Å:
H1 0.040 0.071 -2.437  0.292
N1 0.865 0.070 -0.509  -0.299
H2 -0.001 -0.469 2.394  0.310
H3 -1.503 -0.747 1.627  0.263
H4 -1.071 -0.566 -0.476  0.301
H5 1.639 0.818 -2.311  0.318
C1 -1.077 1.140 0.682  0.143
N2 -1.542 2.140 1.025  -0.466
C2 -0.370 -0.922 1.475  -0.536
H6 1.555 0.566 0.047  0.265
O1 0.324 -2.143 1.363  -0.510
H7 0.633 -2.287 0.452  0.364
C3 0.675 0.709 -1.808  -0.865
C4 -0.365 -0.082 0.213  0.103
H8 0.198 1.700 -1.738  0.314

Computed, not measured: the molecule C4H8N2O at a distorted geometry, with the ωB97M-V functional and the def2-TZVPD basis.

Each line ends with the Mulliken charge.
Atoms and positions in Å:
N1 0.565 -0.292 -0.908  -0.010
H1 0.912 -0.401 -1.849  0.206
O1 -0.673 -2.272 -0.776  -0.461
H2 -1.097 -1.340 1.532  0.270
C1 -0.385 0.731 0.940  -0.580
H3 0.472 2.866 -0.512  0.227
H4 0.784 2.039 -1.958  0.212
C2 -0.153 -0.905 1.202  -0.447
H5 0.197 1.354 1.624  0.315
H6 0.588 -1.037 1.987  0.271
C3 0.273 -1.415 -0.129  -0.463
H7 -0.364 -3.173 -0.654  0.367
H8 -1.456 0.916 1.051  0.247
C4 0.081 0.863 -0.455  0.294
N2 0.258 2.068 -1.094  -0.448

Computed, not measured: a cluster of 2 separate species, C4H8N2O in total at a distorted geometry, with the ωB97M-V functional and the def2-TZVPD basis.

Properties
2S+1	3
expectation value of S²	2.0111

Each line ends with the Mulliken charge.
Atoms and positions in Å:
C1 0.008 -0.859 0.015  0.340
H1 1.788 0.547 1.067  0.357
H2 0.829 -0.127 -1.305  0.344
H3 -0.366 -0.224 -2.842  0.370
O1 -0.642 0.679 -2.956  -0.649
H4 0.932 1.695 2.067  0.333
N1 -1.252 -2.520 1.484  -0.473
H5 -1.134 0.568 1.236  0.284
H6 -1.586 0.612 -3.083  0.304
C2 0.926 0.702 1.649  -1.017
C3 -0.624 -1.906 0.749  0.237
H7 -0.161 1.290 -0.083  0.406
C4 -0.214 0.557 0.628  -0.549
H8 1.051 -0.041 2.495  0.295
N2 0.445 -0.974 -1.122  -0.581

ΔE to the lowest compared entry with this formula, charge and spin (computed, kcal/mol): 59.42; 24.36; 63.32; 1.46; 17.57; 64.19; 118.71; 58.43; 88.45; 28.47
E (computed, Ha): -341.90896; -341.96483; -341.90274; -342.00131; -341.97564; -341.90135; -341.81446; -341.91053; -341.86269; -341.74770